# 1
12
Properties=species:S:1:pos:R:3:lowdin_charge:R:1 method="wB97M-V/def2-TZVPD" relative_energy_ev=3.665 spin_multiplicity=1 e_homo_ev="-7.77 / -7.63" molar_mass_g_mol=328.86 gap_ev="7.0 / 6.8"
C -1.921 1.357 -1.202 -0.0849
C 1.359 -1.033 -0.197 -1.3119
N 1.453 -1.131 1.134 -0.6789
P 2.172 -0.119 2.200 0.6904
I 1.721 0.964 -0.853 0.7615
I -0.279 -2.010 -1.053 0.7949
H -2.345 2.067 -0.468 0.0401
H -1.987 0.451 -0.693 -0.0716
H -2.629 1.131 -1.955 0.0132
H 0.961 -2.052 1.477 0.1050
H 2.416 -1.256 3.004 -0.1588
H -0.922 1.631 -1.394 -0.0990


# 2
12
Properties=species:S:1:pos:R:3:lowdin_charge:R:1 method="wB97M-V/def2-TZVPD" relative_energy_ev=1.030 spin_multiplicity=1 e_homo_ev=-9.34 molar_mass_g_mol=199.00 gap_ev=10.2
C -0.361 -1.960 -0.624 -0.0558
C 1.454 0.593 1.009 -0.0882
N -0.111 -2.515 -1.637 0.0490
N -0.858 1.213 0.986 0.0196
N 0.437 1.147 0.486 -0.1907
I -0.572 2.194 -2.749 0.3406
H 2.458 0.869 0.803 0.0404
H 1.428 -0.048 1.993 0.0933
H 0.005 -2.988 -2.490 0.0538
H -1.114 0.497 1.641 0.0731
H -1.458 1.248 0.196 0.0201
H -0.180 2.226 -1.159 -0.3550


# 3
13
Properties=species:S:1:pos:R:3:lowdin_charge:R:1 method="wB97M-V/def2-TZVPD" relative_energy_ev=1.208 spin_multiplicity=1 e_homo_ev=-9.65 molar_mass_g_mol=235.05 gap_ev=9.3
C -2.418 0.627 -0.002 -0.1064
C -1.656 1.708 -0.088 -0.0691
N 2.827 -0.924 0.431 -0.7413
O 0.721 -1.005 -0.906 -0.3248
O 0.933 -2.126 1.330 -0.4225
S 1.187 -0.876 0.736 0.6961
I 3.681 0.855 0.011 0.7933
H -2.854 0.055 -0.759 0.0224
H -2.521 0.054 0.975 0.0766
H -0.218 -0.892 -1.077 0.0266
H -1.509 1.977 -1.162 0.0767
H -1.209 2.051 0.794 0.0357
H 3.036 -1.502 -0.282 -0.0632


# 4
13
Properties=species:S:1:pos:R:3:lowdin_charge:R:1 method="wB97M-V/def2-TZVPD" relative_energy_ev=1.829 spin_multiplicity=1 e_homo_ev=-9.09 molar_mass_g_mol=235.05 gap_ev=8.3
C -1.922 -0.365 0.833 -0.1849
C 1.382 1.274 -0.971 -0.0975
N -0.904 0.510 0.346 -0.3046
O 1.021 -0.746 0.946 -0.9479
O 0.239 -1.093 -1.439 -0.4251
S 0.285 -0.096 -0.351 0.5640
I 1.692 -2.570 0.797 0.9865
H -1.694 -1.254 0.368 0.0254
H -1.825 -0.351 1.982 0.1050
H -2.928 0.114 0.631 0.0942
H 0.808 1.738 -1.763 0.0616
H 1.437 1.885 -0.107 0.0363
H 2.409 0.955 -1.270 0.0869


# 5
11
Properties=species:S:1:pos:R:3:lowdin_spin:R:1 method="wB97M-V/def2-TZVPD" relative_energy_ev=0.083 spin_multiplicity=2 e_homo_ev="-10.10 / -10.10" molar_mass_g_mol=188.97 s_squared=0.7526 gap_ev="10.9 / 6.4"
I -4.224 1.142 -0.330 0.9968
C 0.084 0.596 0.129 -0.0002
C 1.314 -0.353 -0.098 0.0000
O 0.953 -1.530 -0.782 0.0000
O -0.962 -0.140 0.750 0.0020
H -0.217 1.116 -0.780 -0.0002
H 0.386 1.429 0.764 0.0000
H 1.858 -0.604 0.812 0.0000
H 1.993 0.189 -0.757 0.0000
H 0.560 -2.216 -0.238 0.0000
H -1.746 0.369 0.529 0.0016


# 6
10
Properties=species:S:1:pos:R:3:lowdin_charge:R:1 method="wB97M-V/def2-TZVPD" relative_energy_ev=2.329 spin_multiplicity=1 e_homo_ev=-10.04 smiles="C=N.C=N" molar_mass_g_mol=58.08 gap_ev=11.0
C -1.703 1.790 -0.682 -0.1521
N -0.920 2.724 -0.983 0.0040
H -2.263 1.309 -1.468 0.0524
H -1.811 1.482 0.359 0.0601
H -0.434 3.164 -0.199 0.0357
C 1.529 -1.887 0.264 -0.1572
N 0.939 -2.768 0.937 0.0090
H 1.337 -1.908 -0.807 0.0543
H 2.235 -1.143 0.638 0.0602
H 1.092 -2.763 1.942 0.0336


# 7
10
Properties=species:S:1:pos:R:3:lowdin_charge:R:1 method="wB97M-V/def2-TZVPD" relative_energy_ev=2.689 spin_multiplicity=1 e_homo_ev=-8.35 smiles="C=NNC" molar_mass_g_mol=58.08 gap_ev=9.6
C 1.600 -0.203 0.009 -0.1448
C -1.954 -0.050 -0.018 -0.0995
H 2.338 0.505 -0.581 0.0935
H 1.478 -1.149 -0.689 0.0948
H 2.078 -0.469 1.086 0.1001
H 0.018 1.264 -0.074 0.1237
H -2.101 1.026 0.039 0.0504
H -2.901 -0.638 0.049 0.0656
N 0.240 0.279 0.121 -0.2032
N -0.796 -0.565 0.059 -0.0806


# 8
10
Properties=species:S:1:pos:R:3:lowdin_charge:R:1 method="wB97M-V/def2-TZVPD" relative_energy_ev=3.559 spin_multiplicity=1 e_homo_ev=-9.45 smiles="C=N.C=N" molar_mass_g_mol=58.08 gap_ev=10.4
C 2.777 0.805 0.109 -0.1526
N 2.532 -0.216 -0.602 -0.0056
H 2.674 1.855 -0.176 0.0599
H 3.016 0.546 1.145 0.0574
H 1.708 -0.122 -1.204 0.0410
C -2.430 -0.885 -0.038 -0.1610
N -2.991 0.221 0.195 0.0113
H -2.190 -1.090 -1.083 0.0487
H -2.225 -1.788 0.555 0.0625
H -2.871 0.674 1.098 0.0385


# 9
10
Properties=species:S:1:pos:R:3:lowdin_charge:R:1 method="wB97M-V/def2-TZVPD" relative_energy_ev=2.477 spin_multiplicity=1 e_homo_ev=-9.50 smiles="C=N.C=N" molar_mass_g_mol=58.08 gap_ev=10.8
C -1.499 1.815 0.370 -0.1582
N -0.270 1.896 0.570 0.0116
H -2.087 0.916 0.548 0.0569
H -2.087 2.679 0.027 0.0571
H 0.210 2.792 0.513 0.0415
C 1.197 -2.392 -0.345 -0.1669
N 0.830 -1.232 -0.041 0.0181
H 0.935 -3.229 0.311 0.0523
H 1.644 -2.751 -1.282 0.0586
H 1.127 -0.493 -0.671 0.0290


# 10
10
Properties=species:S:1:pos:R:3:lowdin_spin:R:1 method="wB97M-V/def2-TZVPD" relative_energy_ev=0.435 spin_multiplicity=2 e_homo_ev="-14.79 / -15.80" charge=+1 molar_mass_g_mol=58.08 s_squared=0.7590 gap_ev="10.4 / 8.2"
C 0.540 -0.379 0.040 0.2617
C -0.546 0.375 -0.349 0.2093
N -1.781 -0.127 -0.127 0.2460
N 1.818 0.028 0.291 0.2237
H 0.392 -1.457 0.098 0.0077
H -0.613 1.394 -0.692 0.0100
H -2.497 0.458 -0.545 0.0031
H -2.090 -0.293 0.831 0.0163
H 2.041 0.223 1.269 0.0202
H 2.112 0.843 -0.261 0.0021